Entry 1:
Formula: C5H7NO
Source: the OMol25 dataset
Level of theory: ωB97M-V/def2-TZVPD

Last column: natural (NBO) charge in e.
Positions of all 14 atoms, in Å:
C1 -1.068 -2.404 0.543  -0.238
C2 -0.592 -1.299 0.506  0.015
C3 -0.170 0.097 0.342  -0.388
C4 -1.325 0.838 -0.358  -0.582
C5 1.097 0.152 -0.527  0.688
N1 2.166 0.810 0.011  -0.824
O1 1.122 -0.342 -1.638  -0.600
H1 -1.496 -3.382 0.542  0.240
H2 0.022 0.552 1.323  0.222
H3 -1.183 1.921 -0.353  0.210
H4 -2.266 0.595 0.140  0.221
H5 -1.391 0.493 -1.391  0.235
H6 3.027 0.819 -0.516  0.406
H7 2.189 1.164 0.955  0.396

Summary:
SMILES = C#C[C@H](C)C(N)=O
E_LUMO = 0.82 eV
total charge = 0
Kohn-Sham gap = 10.62 eV
relative energy (zero: lowest compared OMol25 entry of this formula, charge and spin) = 34.3 kcal per mole
highest occupied orbital energy = -9.802 eV
max |F| = 0.011 Eh/bohr

Entry 2:
Formula: C40H38AsF9HfN3O10P
Source: the OMol25 dataset
Level of theory: ωB97M-V/def2-TZVPD

Last column: Mulliken charge in e.
Positions of all 103 atoms, in Å:
Hf1 -0.391 -3.691 1.760  1.877
O1 -1.816 0.017 3.704  -0.466
C1 -1.155 -0.813 2.905  0.170
O2 -1.421 -1.978 2.594  -0.511
C2 0.128 -0.239 2.413  0.816
C3 0.842 0.796 3.049  -0.744
C4 2.105 1.137 2.629  -0.828
C5 2.609 0.428 1.476  -0.868
C6 1.710 -0.399 0.757  0.414
N1 0.545 -0.773 1.261  0.277
C7 1.938 -0.656 -0.693  0.169
O3 2.880 0.022 -1.386  -0.525
O4 1.113 -1.418 -1.306  -0.513
H1 -2.775 -0.238 3.858  0.469
H2 0.457 1.207 3.995  0.567
H3 2.711 1.867 3.136  0.607
H4 3.644 0.476 1.186  0.749
H5 2.951 0.961 -1.149  0.338
C8 -1.498 -3.350 -2.569  -1.625
C9 -1.728 -3.054 -1.081  1.843
C10 -2.779 -1.959 -0.881  -1.784
O5 -0.563 -2.814 -0.242  0.200
C11 -2.317 -4.316 -0.374  0.024
O6 -2.904 -5.229 -0.918  -0.569
O7 -2.071 -4.290 0.916  -0.766
H6 -1.452 -2.517 -3.277  0.351
H7 -2.351 -3.983 -2.993  0.424
H8 -0.613 -3.992 -2.794  0.342
H9 -2.412 -1.052 -1.291  0.627
H10 -2.971 -1.789 0.200  0.158
H11 -3.679 -2.377 -1.332  0.479
H12 0.123 -2.140 -0.653  0.368
C12 3.251 -6.225 -0.374  -1.159
As1 2.801 -5.269 1.247  0.647
C13 2.593 -6.571 2.618  -1.170
C14 4.138 -3.980 1.747  -0.838
O8 1.267 -4.542 1.115  -0.823
H13 4.109 -6.886 -0.179  0.440
H14 3.458 -5.478 -1.170  0.397
H15 2.319 -6.759 -0.636  0.392
H16 1.536 -6.882 2.587  0.269
H17 2.938 -6.280 3.624  0.341
H18 3.151 -7.418 2.294  0.573
H19 4.597 -4.342 2.664  0.375
H20 3.620 -3.020 1.840  0.141
H21 4.944 -3.912 0.996  0.400
F1 -1.437 3.976 -8.482  -0.262
C15 -0.892 2.839 -7.962  1.042
F2 0.141 2.364 -8.711  -0.246
F3 -1.935 1.904 -8.163  -0.269
C16 -0.586 2.994 -6.589  -0.127
C17 -1.223 3.991 -5.847  -1.185
C18 -1.062 4.073 -4.465  0.046
C19 -0.099 3.259 -3.791  0.610
C20 0.562 2.291 -4.571  -0.233
C21 0.364 2.139 -5.934  -1.000
P1 0.098 3.354 -1.992  0.338
C22 0.650 5.051 -1.645  0.332
C23 -0.229 6.100 -1.644  0.369
C24 0.107 7.401 -1.364  -1.072
C25 1.432 7.629 -0.891  0.231
C26 2.378 6.576 -0.908  -0.815
C27 2.006 5.318 -1.253  -0.625
C28 1.856 8.977 -0.334  0.692
F4 0.694 9.768 -0.143  -0.288
F5 2.430 8.844 0.924  -0.235
F6 2.667 9.694 -1.184  -0.220
C29 -1.537 3.363 -1.367  0.407
C30 -1.737 3.876 -0.013  -0.795
C31 -2.959 3.922 0.604  -0.967
C32 -4.100 3.497 -0.106  0.178
C33 -3.956 3.129 -1.471  -0.969
C34 -2.697 3.040 -2.108  -0.290
C35 -5.440 3.462 0.555  0.687
F7 -5.293 3.702 1.970  -0.302
F8 -6.325 4.471 0.141  -0.229
F9 -6.033 2.213 0.412  -0.226
H22 -1.887 4.564 -6.452  0.570
H23 -1.638 4.816 -3.897  0.400
H24 1.288 1.650 -4.061  0.324
H25 0.954 1.456 -6.544  0.449
H26 -1.241 5.881 -1.913  0.250
H27 -0.661 8.193 -1.331  0.440
H28 3.423 6.840 -0.692  0.376
H29 2.721 4.518 -1.219  0.402
H30 -0.839 4.150 0.539  0.535
H31 -3.186 4.284 1.575  0.651
H32 -4.847 3.093 -2.132  0.419
H33 -2.645 2.744 -3.151  0.651
C36 -0.121 -7.060 5.427  -1.104
N2 0.399 -5.722 5.173  0.388
C37 1.005 -5.107 6.231  -0.036
C38 1.345 -3.828 6.121  -1.058
C39 0.979 -2.991 4.960  0.367
O9 1.186 -1.795 4.859  -0.515
N3 0.417 -3.713 3.880  0.184
C40 -0.023 -4.930 4.101  0.545
O10 -0.786 -5.443 3.204  -0.826
H34 0.708 -7.610 5.841  0.340
H35 -0.543 -7.470 4.517  0.347
H36 -0.866 -6.955 6.197  0.422
H37 1.416 -5.699 7.038  0.358
H38 2.019 -3.361 6.787  0.486

Summary:
E_LUMO = -6.57 eV
total charge = +2
Kohn-Sham gap = 5.79 eV
relative energy (zero: lowest compared OMol25 entry of this formula, charge and spin) = 53.3 kcal per mole
highest occupied orbital energy = -12.357 eV
max |F| = 0.094 Eh/bohr

Entry 3:
Formula: C2H8NO
Source: the OMol25 dataset
Level of theory: ωB97M-V/def2-TZVPD

Last column: natural (NBO) charge in e.
Positions of all 12 atoms, in Å:
N1 1.827 1.475 -0.845  -0.897
H1 2.693 1.285 -0.396  0.443
H2 1.301 2.102 -0.327  0.443
H3 1.162 0.618 -0.660  0.476
H4 1.969 1.605 -1.915  0.468
C1 -2.039 -0.777 0.159  -0.429
C2 -0.921 -0.607 0.859  0.098
O1 0.401 -0.537 0.206  -0.766
H5 -2.926 -0.229 0.377  0.245
H6 -1.881 -1.498 -0.550  0.201
H7 -1.116 -0.329 1.950  0.222
H8 0.557 -1.286 -0.322  0.497

Summary:
E_LUMO = -3.93 eV
total charge = +1
Kohn-Sham gap = 9.40 eV
relative energy (zero: lowest compared OMol25 entry of this formula, charge and spin) = 63.7 kcal per mole
highest occupied orbital energy = -13.324 eV
max |F| = 0.090 Eh/bohr